(1)
This record from the OMol25 dataset describes 2 unconnected molecules or ions with the total composition C3H8O2 at a distorted geometry. The level of theory is wB97M-V/def2-TZVPD.

Structure (XYZ):
```
13
Properties=species:S:1:pos:R:3:nbo_charge:R:1
O -1.3127 0.3980 0.9504 -0.73
O 1.0707 -0.0618 -0.2318 -0.76
C -0.8684 -0.0209 2.2532 -0.27
C 1.3824 -0.1368 -1.5138 0.18
C 0.5855 0.1807 -2.5303 -0.56
H -2.0092 -0.1871 0.6324 0.48
H -1.5786 0.1973 3.0458 0.18
H 0.0081 0.5866 2.4820 0.19
H -0.5795 -1.0627 2.2129 0.18
H 0.2942 0.0271 0.3442 0.53
H 2.3577 -0.5603 -1.7099 0.17
H -0.4125 0.5670 -2.4350 0.20
H 1.0622 0.0727 -3.5002 0.20
```

Output
- E_tot (hartree) = -269.5134
- frontier orbital gap (eV) = 9.1
- ΔE to the lowest compared entry with this formula, charge and spin (kcal per mole) = 51.2
- structure (SMILES) = C=CO.CO
- multiplicity = 1

***

(2)
This record from the OMol25 dataset describes a gas-phase ion, C35H43N4O3 (charge +1) at a distorted geometry. The level of theory is wB97M-V/def2-TZVPD.

Structure (XYZ):
```
85
Properties=species:S:1:pos:R:3:lowdin_charge:R:1
O -0.0015 3.3372 -0.2015 0.11
O 1.2616 3.5886 1.6762 -0.01
O -3.5181 -2.5038 4.2258 0.08
N -3.8833 -1.7082 2.0707 -0.03
N -1.7780 -1.1934 1.4512 0.00
N 2.4736 3.0987 -1.6421 0.04
N -1.4974 2.3514 -7.3740 0.16
C 2.9692 4.0028 -2.6929 -0.10
C -0.6911 0.0673 -0.3692 -0.09
C -1.0442 1.9470 -6.3639 -0.18
C -1.1773 -3.5401 2.2811 -0.08
C 2.3597 3.8016 -0.3861 -0.17
C -0.5577 1.5667 -5.0574 -0.22
C 0.5993 0.7279 -4.9346 -0.01
C -1.1008 -4.4587 3.4891 -0.23
C 2.7522 5.3999 -2.1802 -0.13
C 4.8604 0.2771 -1.8695 -0.16
C -1.2606 -6.0233 5.8040 -0.08
C -0.7004 1.7178 -2.6722 -0.02
C -0.7454 -0.6277 0.7986 -0.09
C -1.6641 -2.1029 2.5989 -0.16
C 2.6629 -0.7517 -1.0899 -0.17
C 2.7457 1.7575 -1.6694 0.00
C 4.0175 1.4846 -2.3684 -0.10
C 2.6698 5.2678 -0.6871 -0.08
C -0.4246 -4.0551 4.6482 -0.05
C -3.3245 -2.0097 -0.2984 0.01
C 3.9573 -0.9097 -1.8455 -0.22
C -3.6823 0.2868 0.6773 0.01
C 0.5350 0.0067 -1.2487 -0.26
C -1.1858 2.1161 -3.9107 0.00
C -3.1574 -1.1373 0.9525 -0.47
C 0.8829 0.1726 -3.6920 -0.03
C 1.9187 0.6249 -1.0153 -0.12
C -0.5071 -4.8336 5.8132 -0.07
C -1.7139 -5.7204 3.4456 -0.04
C -3.1153 -2.1646 3.1092 -0.36
C -5.3166 -1.6524 2.1449 -0.02
C 0.2082 0.6276 -2.5693 -0.21
C 1.0741 3.5786 0.3496 -0.43
C 0.0650 3.3773 2.4407 -0.02
C -1.8354 -6.4800 4.6097 -0.08
H 2.5892 3.7955 -3.6974 0.15
H -5.7020 -0.6316 2.0786 0.09
H 1.9537 5.9245 -0.1965 0.14
H -5.7098 -2.0615 3.0761 0.10
H 4.5017 -1.7552 -1.4170 0.13
H 0.2017 -0.8558 1.2573 0.13
H -1.0438 2.2754 -1.7655 0.11
H -1.0353 -1.6605 3.3748 0.15
H 2.0740 -1.5600 -1.5776 0.10
H 3.6447 5.5003 -0.2399 0.13
H 3.9235 1.4422 -3.4853 0.17
H -4.3231 -1.8825 -0.7309 0.09
H -1.3983 -6.5823 6.7335 0.10
H 1.8475 5.8034 -2.6001 0.12
H -2.0857 2.7704 -3.9840 0.14
H 5.2480 0.4778 -0.8620 0.13
H 3.1491 3.4259 0.2565 0.17
H 1.1920 0.4525 -5.8286 0.13
H 0.5946 -1.2994 -1.3935 0.21
H 5.7431 0.1269 -2.5198 0.13
H -3.2127 -3.0745 -0.0579 0.09
H -2.3764 -7.4285 4.5877 0.11
H -2.5815 -1.7237 -1.0457 0.08
H 0.1327 -3.1106 4.6484 0.11
H 0.0148 -4.5057 6.7223 0.11
H 3.5511 6.0736 -2.4634 0.13
H 3.7259 -1.1388 -2.8969 0.12
H -3.8961 0.8115 1.6196 0.10
H -1.8604 -3.9863 1.5285 0.12
H -0.1791 -3.4358 1.8174 0.12
H -0.2920 2.3441 2.3211 0.10
H 4.0448 3.8972 -2.7381 0.11
H -2.9933 0.8774 0.0781 0.06
H -5.7797 -2.2211 1.3370 0.10
H -0.7517 4.0577 2.1652 0.11
H 1.7621 0.9180 0.1019 0.18
H 2.8228 -1.0656 -0.0499 0.13
H 4.6734 2.3286 -2.1099 0.12
H -1.6105 0.1933 -0.9344 0.08
H -4.6330 0.2172 0.1352 0.09
H 1.6937 -0.5542 -3.6542 0.11
H -2.1418 -6.0640 2.5007 0.11
H 0.3918 3.5718 3.4604 0.10
```

Output
- net charge = +1
- E_tot (hartree) = -1803.8383
- frontier orbital gap (eV) = 5.3
- ΔE to the lowest compared entry with this formula, charge and spin (kcal per mole) = 84.3
- structure (SMILES) = COC(=O)[C@@H]1CCC/[N+]1=C1\CCCC[C@@H]1[C@@H](/C=C/N1[C@H](Cc2ccccc2)C(=O)N(C)C1(C)C)c1ccc(C#N)cc1
- multiplicity = 1

***

(3)
This record from the OMol25 dataset describes 3 unconnected molecules or ions with the total composition C3H12N2O2 at a distorted geometry. The level of theory is wB97M-V/def2-TZVPD.

Structure (XYZ):
```
19
Properties=species:S:1:pos:R:3:nbo_charge:R:1
O 1.7224 2.0824 0.8596 -0.96
O -2.4741 2.1751 -2.8194 -0.95
N -0.9016 -2.0480 1.5949 -0.91
N 1.0536 -0.6680 1.2987 -0.48
C 0.0036 -1.0391 1.9959 0.32
C 1.0356 -0.8853 -0.1464 -0.27
C 0.0168 0.0238 -0.9169 -0.64
H -2.3973 3.1386 -2.8809 0.48
H -1.6685 1.7436 -3.1290 0.48
H -1.9829 -1.8404 1.8335 0.38
H 2.6290 1.8835 0.7490 0.46
H -0.7105 -2.9938 1.7345 0.39
H 1.4408 1.2087 1.1298 0.48
H 2.1282 -0.8868 -0.5319 0.20
H -0.8597 -0.6406 -1.1181 0.23
H 0.5387 0.4942 -1.8444 0.22
H 0.9164 -1.9500 -0.4210 0.19
H -0.3268 -0.7158 2.8754 0.16
H -0.1639 0.9179 -0.2633 0.24
```

Output
- E_tot (hartree) = -381.4084
- frontier orbital gap (eV) = 10.3
- ΔE to the lowest compared entry with this formula, charge and spin (kcal per mole) = 66.8
- structure (SMILES) = CC/N=C\N.O.O
- multiplicity = 1